# C29H53BrN2O2S2

A cluster of 3 separate species, C29H53BrN2O2S2 in total in a non-equilibrium geometry (wB97M-V/def2-TZVPD, OMol25).

Geometry as ORCA input:
```
! RIJCOSX wB97M-V def2-TZVPD def2/J DEFGRID3
* xyz 0 1
C -5.172 -1.174 3.777
C -5.312 -0.918 2.256
C -5.626 0.541 1.891
C -4.919 0.963 0.582
C -5.860 1.679 -0.410
C -5.844 3.196 -0.270
C -4.685 3.919 -0.960
C -3.753 3.231 -1.946
O -3.778 2.174 -2.518
O -2.739 4.166 -2.132
C -2.321 4.480 -0.771
C -1.606 3.199 -0.307
C -0.450 3.490 0.655
C 0.288 2.229 1.181
S -0.170 0.640 0.429
C 0.542 0.580 -1.189
S -0.322 0.320 -2.505
N 1.964 0.737 -1.237
C 2.744 1.831 -1.501
C 4.003 1.375 -1.381
N 4.032 0.059 -1.053
C 2.790 -0.305 -0.978
C -3.660 4.634 -0.031
Br -4.297 6.490 0.118
H -4.219 -1.664 3.960
H -5.163 -0.255 4.354
H -5.932 -1.860 4.136
H -6.072 -1.589 1.865
H -4.378 -1.213 1.785
H -6.702 0.670 1.809
H -5.310 1.167 2.723
H -4.050 1.572 0.816
H -4.640 0.037 0.093
H -6.864 1.356 -0.138
H -5.718 1.330 -1.424
H -5.805 3.454 0.787
H -6.780 3.608 -0.640
H -5.045 4.744 -1.561
H -1.682 5.350 -0.815
H -2.300 2.531 0.195
H -1.203 2.758 -1.205
H -0.855 4.020 1.514
H 0.276 4.125 0.156
H 0.038 2.105 2.229
H 1.366 2.347 1.130
H 2.354 2.797 -1.745
H 4.886 1.965 -1.526
H 2.368 -1.267 -0.754
H -3.542 4.211 0.960
C 2.805 -2.926 5.427
C 1.649 -1.949 5.618
C 0.296 -2.635 5.801
C -0.167 -3.475 4.610
C -0.272 -2.716 3.289
C -1.292 -1.582 3.319
H 2.682 -3.525 4.523
H 3.750 -2.389 5.337
H 2.885 -3.605 6.278
H 1.613 -1.254 4.774
H 1.849 -1.340 6.505
H -0.457 -1.874 6.027
H 0.342 -3.281 6.683
H -1.144 -3.906 4.850
H 0.509 -4.324 4.477
H -0.559 -3.423 2.506
H 0.706 -2.321 2.999
H -2.286 -1.959 3.568
H -1.348 -1.101 2.343
H -1.023 -0.817 4.050
C 6.779 -3.870 -5.911
C 5.921 -2.740 -6.475
C 6.206 -1.383 -5.834
C 5.922 -1.304 -4.333
C 4.491 -1.647 -3.926
C 3.448 -0.699 -4.511
H 6.590 -4.027 -4.848
H 6.563 -4.808 -6.425
H 7.841 -3.654 -6.041
H 4.864 -2.995 -6.370
H 6.111 -2.660 -7.549
H 5.625 -0.618 -6.356
H 7.257 -1.126 -6.001
H 6.153 -0.291 -3.990
H 6.609 -1.965 -3.796
H 4.425 -1.607 -2.840
H 4.251 -2.677 -4.210
H 3.647 0.331 -4.206
H 2.448 -0.963 -4.160
H 3.432 -0.736 -5.602
*
```

Computed properties:
SMILES string	CCCCCC[C@@H]1C(=O)O[C@H](CCCSC(=S)n2ccnc2)[C@H]1Br.CCCCCC.CCCCCC
HOMO energy	-0.331	Ha
total energy	-129719.9784	eV

Results of the Mulliken charge analysis, in e, for atoms 1 through 5: -0.94, -0.43, -0.77, -0.15, -1.18

# C29H54BF3NO8S

A cluster of 2 separate species, C29H54BF3NO8S in total in a non-equilibrium geometry (wB97M-V/def2-TZVPD, OMol25).

Geometry as ORCA input:
```
! RIJCOSX wB97M-V def2-TZVPD def2/J DEFGRID3
* xyz 1 1
C 0.422 3.531 2.707
C -0.626 2.809 1.870
O -0.251 2.633 0.508
C 0.800 1.753 0.363
N 1.039 1.382 -1.062
C 2.514 0.969 -1.107
C 3.039 -0.032 -0.062
C 3.784 -1.196 -0.780
C 5.227 -0.745 -1.073
C 3.888 -2.336 0.261
C 4.415 -3.656 -0.310
C 3.636 -4.077 -1.534
C 2.380 -4.467 -1.510
C 1.540 -4.315 -2.761
C 1.723 -5.100 -0.306
C 1.093 2.726 -1.796
C -0.212 3.276 -2.360
C -1.504 2.452 -2.137
C -2.382 2.672 -3.370
F -2.314 3.995 -3.750
C -3.869 2.374 -3.068
C -4.390 1.062 -3.712
C -1.352 0.920 -1.869
B -2.422 0.508 -0.741
O -3.101 -0.678 -0.934
O -2.772 1.226 0.338
C -3.690 0.579 1.266
C -3.796 1.468 2.523
C 0.102 0.400 -1.675
C 0.172 -1.035 -1.105
C -0.197 -1.338 0.360
C -1.154 -2.546 0.452
F -1.766 -2.539 1.678
S 0.593 0.039 -3.457
O 0.584 1.203 -4.260
O 1.764 -0.753 -3.533
F -0.548 -0.905 -3.979
H 1.223 2.827 2.948
H 0.010 3.897 3.640
H 0.880 4.361 2.171
H -1.514 3.427 1.848
H -0.903 1.856 2.328
H 1.701 2.284 0.685
H 0.711 0.923 1.065
H 2.834 0.675 -2.103
H 3.077 1.882 -0.947
H 2.318 -0.459 0.628
H 3.802 0.440 0.550
H 3.275 -1.514 -1.685
H 5.618 -0.160 -0.243
H 5.883 -1.606 -1.158
H 5.321 -0.200 -2.013
H 4.494 -1.981 1.096
H 2.881 -2.493 0.664
H 4.257 -4.420 0.454
H 5.472 -3.566 -0.536
H 4.156 -4.033 -2.485
H 1.229 -5.295 -3.129
H 2.147 -3.850 -3.532
H 0.679 -3.688 -2.532
H 2.144 -6.078 -0.100
H 0.666 -5.221 -0.542
H 1.775 -4.457 0.574
H 1.803 2.619 -2.608
H 1.539 3.463 -1.141
H -0.378 4.267 -1.953
H -0.074 3.433 -3.424
H -2.050 2.935 -1.333
H -2.091 2.002 -4.184
H -4.455 3.206 -3.442
H -4.007 2.387 -1.986
H -4.875 0.462 -2.946
H -5.187 1.324 -4.400
H -3.621 0.490 -4.225
H -1.790 0.495 -2.772
H -2.690 -1.172 -1.657
H -3.345 -0.399 1.586
H -4.657 0.538 0.778
H -3.466 0.887 3.368
H -4.828 1.751 2.705
H -3.143 2.324 2.477
H -0.461 -1.656 -1.739
H 1.169 -1.437 -1.273
H 0.667 -1.661 0.932
H -0.675 -0.547 0.942
H -0.529 -3.440 0.394
H -1.850 -2.608 -0.379
C -1.786 -0.532 6.886
C -1.264 0.633 7.695
O -1.344 1.716 6.760
C -2.282 1.400 5.836
O -2.711 2.153 5.020
O -2.672 0.107 5.962
H -2.318 -1.264 7.489
H -0.998 -1.039 6.325
H -1.895 0.864 8.554
H -0.242 0.490 8.035
*
```

Computed properties:
HOMO energy	-0.404	Ha
total energy	-68476.7687	eV

Results of the Mulliken charge analysis, in e, for atoms 1 through 5: -1.69, -0.26, 0.12, -1.50, 1.03

Please write out number 1 again, unchanged.
# C29H53BrN2O2S2

A cluster of 3 separate species, C29H53BrN2O2S2 in total in a non-equilibrium geometry (wB97M-V/def2-TZVPD, OMol25).

Geometry as ORCA input:
```
! RIJCOSX wB97M-V def2-TZVPD def2/J DEFGRID3
* xyz 0 1
C -5.172 -1.174 3.777
C -5.312 -0.918 2.256
C -5.626 0.541 1.891
C -4.919 0.963 0.582
C -5.860 1.679 -0.410
C -5.844 3.196 -0.270
C -4.685 3.919 -0.960
C -3.753 3.231 -1.946
O -3.778 2.174 -2.518
O -2.739 4.166 -2.132
C -2.321 4.480 -0.771
C -1.606 3.199 -0.307
C -0.450 3.490 0.655
C 0.288 2.229 1.181
S -0.170 0.640 0.429
C 0.542 0.580 -1.189
S -0.322 0.320 -2.505
N 1.964 0.737 -1.237
C 2.744 1.831 -1.501
C 4.003 1.375 -1.381
N 4.032 0.059 -1.053
C 2.790 -0.305 -0.978
C -3.660 4.634 -0.031
Br -4.297 6.490 0.118
H -4.219 -1.664 3.960
H -5.163 -0.255 4.354
H -5.932 -1.860 4.136
H -6.072 -1.589 1.865
H -4.378 -1.213 1.785
H -6.702 0.670 1.809
H -5.310 1.167 2.723
H -4.050 1.572 0.816
H -4.640 0.037 0.093
H -6.864 1.356 -0.138
H -5.718 1.330 -1.424
H -5.805 3.454 0.787
H -6.780 3.608 -0.640
H -5.045 4.744 -1.561
H -1.682 5.350 -0.815
H -2.300 2.531 0.195
H -1.203 2.758 -1.205
H -0.855 4.020 1.514
H 0.276 4.125 0.156
H 0.038 2.105 2.229
H 1.366 2.347 1.130
H 2.354 2.797 -1.745
H 4.886 1.965 -1.526
H 2.368 -1.267 -0.754
H -3.542 4.211 0.960
C 2.805 -2.926 5.427
C 1.649 -1.949 5.618
C 0.296 -2.635 5.801
C -0.167 -3.475 4.610
C -0.272 -2.716 3.289
C -1.292 -1.582 3.319
H 2.682 -3.525 4.523
H 3.750 -2.389 5.337
H 2.885 -3.605 6.278
H 1.613 -1.254 4.774
H 1.849 -1.340 6.505
H -0.457 -1.874 6.027
H 0.342 -3.281 6.683
H -1.144 -3.906 4.850
H 0.509 -4.324 4.477
H -0.559 -3.423 2.506
H 0.706 -2.321 2.999
H -2.286 -1.959 3.568
H -1.348 -1.101 2.343
H -1.023 -0.817 4.050
C 6.779 -3.870 -5.911
C 5.921 -2.740 -6.475
C 6.206 -1.383 -5.834
C 5.922 -1.304 -4.333
C 4.491 -1.647 -3.926
C 3.448 -0.699 -4.511
H 6.590 -4.027 -4.848
H 6.563 -4.808 -6.425
H 7.841 -3.654 -6.041
H 4.864 -2.995 -6.370
H 6.111 -2.660 -7.549
H 5.625 -0.618 -6.356
H 7.257 -1.126 -6.001
H 6.153 -0.291 -3.990
H 6.609 -1.965 -3.796
H 4.425 -1.607 -2.840
H 4.251 -2.677 -4.210
H 3.647 0.331 -4.206
H 2.448 -0.963 -4.160
H 3.432 -0.736 -5.602
*
```

Computed properties:
SMILES string	CCCCCC[C@@H]1C(=O)O[C@H](CCCSC(=S)n2ccnc2)[C@H]1Br.CCCCCC.CCCCCC
HOMO energy	-0.331	Ha
total energy	-129719.9784	eV

Results of the Mulliken charge analysis, in e, for atoms 1 through 5: -0.94, -0.43, -0.77, -0.15, -1.18